No. 1
Density functional theory data (wB97M-V/def2-TZVPD) for C2H4ClPS in the gas phase at a distorted geometry.

```
9
C2H4ClPS | the OMol25 dataset | wB97M-V/def2-TZVPD
H 1.14 -0.64 2.15
H 0.12 1.64 0.86
H -2.00 -0.70 -0.22
P 0.08 0.48 0.00
S 2.01 -1.68 0.02
H 0.82 0.98 -0.95
Cl -2.01 0.90 -1.93
C -1.20 -0.23 -0.88
C 1.04 -0.75 0.96
```

The calculation puts the HOMO-LUMO gap (alpha / beta) at 6.125 / 6.126 eV. The value obtained for the energy is -34781.27052 eV.


No. 2
Density functional theory data (wB97M-V/def2-TZVPD) for 2 unconnected molecules or ions with the total composition C2H4ClPS2 at a distorted geometry.

```
10
C2H4ClPS2 | the OMol25 dataset | wB97M-V/def2-TZVPD
C -1.71 -0.39 0.54
H -1.42 -0.68 1.57
Cl 2.89 1.88 -1.06
H -2.03 -1.11 -0.19
C -1.82 0.88 0.19
P 1.83 0.24 -0.59
S 2.74 -2.80 -0.27
H -2.25 1.25 -0.81
S 3.42 -0.98 -0.23
H -1.63 1.71 0.86
```

The calculation puts the HOMO-LUMO gap (alpha / beta) at 7.280 / 6.537 eV. The value obtained for the energy is -45619.26236 eV.


No. 3
Density functional theory data (wB97M-V/def2-TZVPD) for a molecular structure, C2H4CoO at a distorted geometry.

```
8
C2H4CoO | the OMol25 dataset | wB97M-V/def2-TZVPD
H -0.42 0.21 -1.73
Co -2.08 -1.91 1.65
C -0.31 0.12 0.35
H 1.03 -0.71 -1.01
H 0.99 1.39 0.63
C 0.26 0.06 -0.89
O -0.84 -0.47 1.24
H 1.37 1.31 -0.24
```

Its net charge is +2. The calculation puts the HOMO-LUMO gap (alpha / beta) at 5.406 / 10.751 eV. The value obtained for the energy is -41784.05525 eV. As for the expectation value of S²: 8.761. The multiplicity is 6.


No. 4
Density functional theory data (wB97M-V/def2-TZVPD) for a molecular structure, C2H4DyLiO2 at a distorted geometry.

```
10
C2H4DyLiO2 | the OMol25 dataset | wB97M-V/def2-TZVPD
C -1.59 -1.78 0.47
O -1.31 -0.63 1.10
H -1.81 -2.91 -1.29
Dy -0.73 -0.27 3.42
H -1.17 -1.16 -1.53
H -1.92 -2.61 1.11
Li -1.88 0.80 -0.03
H -3.05 2.73 -1.22
C -1.53 -1.95 -0.86
O -2.57 2.33 -0.50
```

Its net charge is +1. The calculation puts the HOMO-LUMO gap (alpha / beta) at 4.760 / 3.246 eV. The value obtained for the energy is -30513.77700 eV. As for the expectation value of S²: 12.022. The multiplicity is 7.


No. 5
Density functional theory data (wB97M-V/def2-TZVPD) for C2H4F2N2O in the gas phase at a distorted geometry.

```
11
C2H4F2N2O | the OMol25 dataset | wB97M-V/def2-TZVPD
N 0.66 -0.89 -1.43
H 1.62 -0.64 -1.69
F -0.92 -1.27 1.36
H 0.41 1.36 0.78
C -1.07 -0.57 0.19
O 2.02 1.36 -0.39
F -1.80 0.60 0.36
H -1.65 -1.22 -0.45
C 0.23 -0.20 -0.46
N 0.95 0.70 0.28
H 1.70 1.52 -1.31
```

The calculation puts the HOMO-LUMO gap at 10.752 eV. The value obtained for the energy is -12599.48969 eV.


No. 6
Density functional theory data (wB97M-V/def2-TZVPD) for a gas-phase ion, C2H4F2NO (charge -1) at a distorted geometry.

```
10
C2H4F2NO | the OMol25 dataset | wB97M-V/def2-TZVPD
C 0.53 -0.51 1.18
N -0.11 1.14 -0.74
O -0.40 1.36 -2.09
F -1.56 -1.01 -0.51
F 0.47 -0.93 -1.35
H 0.41 0.54 1.71
C -0.18 -0.20 -0.49
H 1.58 -0.64 0.79
H -0.14 -1.31 1.50
H -0.60 1.57 -0.01
```

Its net charge is -1. The calculation puts the HOMO-LUMO gap at 6.430 eV. The value obtained for the energy is -11108.57065 eV.


No. 7
Density functional theory data (wB97M-V/def2-TZVPD) for 2 unconnected molecules or ions with the total composition C2H4F2O2S at a distorted geometry.

```
11
C2H4F2O2S | the OMol25 dataset | wB97M-V/def2-TZVPD
F 0.28 0.95 -1.73
C -0.45 0.99 -0.65
H 0.79 -3.11 -0.35
F -1.69 1.55 -0.81
H -0.62 1.69 1.37
H 1.10 1.92 0.50
C 0.24 1.23 0.67
O 1.03 0.13 1.10
S -1.09 -1.97 -0.27
O 0.09 -2.87 -0.95
H 0.31 -0.51 1.14
```

The calculation puts the HOMO-LUMO gap (alpha / beta) at 9.404 / 7.155 eV. The value obtained for the energy is -22500.03299 eV.


No. 8
Density functional theory data (wB97M-V/def2-TZVPD) for C2H4F2O3 in the gas phase at a distorted geometry.

```
11
C2H4F2O3 | the OMol25 dataset | wB97M-V/def2-TZVPD
O -2.14 1.16 0.27
O 1.01 -0.57 0.72
H 2.47 -1.00 -0.25
H 1.20 -0.67 -1.51
F -1.19 -0.25 -1.15
C -1.31 0.18 0.13
H -2.05 1.37 1.22
H 2.27 0.64 -0.54
O -0.17 0.46 0.84
C 1.71 -0.34 -0.47
F -1.81 -0.98 0.74
```

The calculation puts the HOMO-LUMO gap (alpha / beta) at 8.943 / 7.834 eV. The value obtained for the energy is -13709.39760 eV. As for the expectation value of S²: 2.009. The multiplicity is 3.


Number 7 is which compound?
C2H4F2O2S